DFT (the ωB97M-V functional and the def2-TZVPD basis) results for a single C7H11N5 molecule at a distorted geometry.

CARTESIAN COORDINATES (ANGSTROEM)
C  2.1714  -1.2066  0.2809
C  2.3115  0.0790  0.5521
C  -2.2287  0.8801  0.1064
C  -1.5311  -1.3252  -0.0623
C  0.8343  -1.7720  -0.0734
C  1.0912  0.9581  0.5319
C  0.8990  1.5326  -0.8848
N  -2.4428  -0.3053  -0.1576
N  -1.8909  -2.4777  -0.4457
N  -0.0540  0.2280  1.0194
N  -0.2699  -0.9755  0.4764
N  -2.8906  1.9912  0.2691
H  2.9952  -1.9042  0.2998
H  3.2589  0.5185  0.8191
H  0.7373  -1.8396  -1.1688
H  0.7501  -2.7891  0.3312
H  1.2148  1.7919  1.2338
H  0.8096  0.7248  -1.6091
H  1.7535  2.1499  -1.1568
H  -0.0071  2.1345  -0.9233
H  -1.2244  -3.2249  -0.3160
H  -3.8947  1.9898  0.4082
H  -2.3924  2.8416  0.4698

F_max: 2.07 eV/Å
E_HOMO (alpha / beta): -6.39 / -8.97 eV
Orbital gap (alpha / beta): 7.210 / 8.634 eV
Energy relative to the best compared isomer or geometry (same formula, charge and spin): 0.0 kcal/mol
Multiplicity: 3

DFT (the ωB97M-V functional and the def2-TZVPD basis) results for a gas-phase ion, C36H30N3O (charge +1) at a distorted geometry.

CARTESIAN COORDINATES (ANGSTROEM)
C  4.4973  -1.7965  -3.6151
C  4.5319  -0.4295  -3.3268
C  3.5235  0.1960  -2.5809
C  2.4128  -0.5231  -2.0812
C  1.4326  0.2308  -1.2336
C  0.1382  -0.4145  -0.8316
N  -0.6868  -0.2593  -2.2060
C  -0.7100  0.9560  -2.7943
C  -1.7113  1.3316  -3.6990
C  -2.7730  0.4805  -3.9569
C  -2.7585  -0.8076  -3.3889
C  -1.6409  -1.2103  -2.5741
C  -1.5029  -2.5808  -2.2977
C  -2.5382  -3.4766  -2.5667
C  -3.7144  -3.0357  -3.1916
C  -3.8155  -1.7229  -3.6201
O  1.7106  1.3819  -0.9394
C  2.3205  -1.8635  -2.4906
C  3.3479  -2.4787  -3.2190
H  5.2747  -2.2874  -4.2186
H  5.4013  0.1344  -3.6570
H  3.6153  1.2628  -2.3668
H  0.2242  -1.4976  -0.7086
H  0.1145  1.6270  -2.5713
H  -1.6843  2.3517  -4.0828
H  -3.6568  0.8220  -4.4953
H  -0.6185  -2.9534  -1.7850
H  -2.4589  -4.5238  -2.2658
H  -4.5103  -3.7314  -3.4330
H  -4.6850  -1.3605  -4.1801
H  1.4394  -2.4364  -2.2166
H  3.2704  -3.5301  -3.4693
C  2.4989  -3.4139  2.8980
N  2.0345  -2.1198  2.4498
C  1.1235  -1.9135  1.4689
C  0.8955  -0.5250  1.3849
C  -0.0340  0.2056  0.5924
C  -0.9063  1.0713  1.3705
C  -0.9337  1.2456  2.7861
N  -1.8368  2.2227  3.1287
C  -2.0835  2.7903  4.4661
C  -2.5064  2.6554  1.9733
C  -2.0001  1.9074  0.8869
C  -2.5782  2.0464  -0.3402
C  -3.5530  3.0489  -0.5014
C  -3.9970  3.8719  0.5448
C  -3.4666  3.6585  1.8428
C  1.7559  0.1267  2.3379
C  2.4314  -0.9044  3.0036
C  3.2722  -0.6984  4.0953
C  3.4111  0.6248  4.5482
C  2.7566  1.6779  3.8730
C  1.9474  1.4278  2.7543
H  3.4316  -3.2955  3.4625
H  1.7650  -3.9188  3.5441
H  2.6580  -4.0819  2.0431
H  0.6829  -2.7089  0.8891
H  -1.0324  -0.2601  -0.3690
H  -0.4401  0.7691  3.5954
H  -2.6853  3.7210  4.3431
H  -2.6676  2.0989  5.1134
H  -1.1189  3.0319  4.9581
H  -2.2800  1.3892  -1.1402
H  -3.9914  3.2001  -1.4865
H  -4.7362  4.6653  0.3792
H  -3.7727  4.2657  2.7093
H  3.7638  -1.5415  4.5943
H  3.9941  0.8467  5.4456
H  2.9126  2.7126  4.2151
H  1.4955  2.2445  2.2031

F_max: 3.63 eV/Å
Charge: +1
E_HOMO: -8.89 eV
Orbital gap: 4.542 eV
Energy relative to the best compared isomer or geometry (same formula, charge and spin): 127.4 kcal/mol

DFT (the ωB97M-V functional and the def2-TZVPD basis) results for a single C19H21BrN2O4S molecule.

CARTESIAN COORDINATES (ANGSTROEM)
O  2.2613  -3.2409  -3.9390
C  1.9291  -2.6264  -2.9527
N  1.6787  -1.2833  -3.0518
C  1.3511  -0.3164  -2.1019
C  1.9051  -0.3040  -0.8207
C  1.5530  0.6898  0.0742
C  0.6671  1.6773  -0.3073
C  0.1359  1.7004  -1.5827
C  0.4788  0.7082  -2.4798
H  0.0740  0.7169  -3.4810
H  -0.5283  2.5040  -1.8573
S  0.1992  2.9273  0.8770
O  -0.2914  4.0736  0.1614
O  1.2677  3.1016  1.8178
N  -1.0609  2.1286  1.6351
H  -1.9469  2.3900  1.2201
C  -1.1581  2.1882  3.0764
H  -1.6839  1.2882  3.4091
H  -0.1427  2.1870  3.4733
C  -1.9146  3.4448  3.5585
C  -1.0518  4.7144  3.5667
H  -0.2410  4.6152  2.8450
H  -0.6278  4.9072  4.5497
C  -2.0325  5.7912  3.1095
H  -2.6410  6.1378  3.9465
H  -1.5431  6.6402  2.6403
C  -2.8854  4.9987  2.1247
H  -3.8922  5.3975  1.9867
H  -2.3775  4.9381  1.1527
O  -3.0164  3.7004  2.6918
H  -2.3220  3.2421  4.5596
H  1.9769  0.7279  1.0645
H  2.6337  -1.0449  -0.5366
H  1.6591  -0.9640  -4.0143
C  1.7134  -3.2809  -1.5952
C  1.1749  -4.6708  -1.7940
C  2.0041  -5.6826  -2.2626
C  1.5090  -6.9536  -2.4870
C  0.1724  -7.2095  -2.2351
C  -0.6723  -6.2177  -1.7694
C  -0.1646  -4.9487  -1.5565
H  -0.8225  -4.1697  -1.1987
H  -1.7128  -6.4323  -1.5801
Br  -0.5185  -8.9608  -2.5300
H  2.1532  -7.7371  -2.8547
H  3.0424  -5.4725  -2.4659
H  1.0261  -2.6856  -0.9948
H  2.6818  -3.3349  -1.0916

F_max: 0.91 eV/Å
SMILES string: O=C(Cc1ccc(Br)cc1)Nc1ccc(S(=O)(=O)NC[C@H]2CCCO2)cc1
E_HOMO: -8.98 eV
Orbital gap: 9.303 eV
Energy relative to the best compared isomer or geometry (same formula, charge and spin): 0.0 kcal/mol

DFT (the ωB97M-V functional and the def2-TZVPD basis) results for a molecular structure, C9H7BiCl2CrNO3 at a distorted geometry.

CARTESIAN COORDINATES (ANGSTROEM)
Bi  -1.9383  -4.6604  -4.9981
Cr  -0.1302  -0.2159  -0.0572
Cl  -3.9058  -5.1460  -3.5101
Cl  0.0546  0.9530  -1.8696
C  1.4116  0.1898  0.9641
C  -2.6571  -6.5879  -6.2128
C  0.0992  -4.9470  -6.9702
O  2.3093  0.5437  1.6293
O  -2.8969  -7.5717  -6.7704
O  0.8784  -5.1196  -7.7859
C  -4.0158  3.0159  3.6530
C  -3.1269  2.2650  2.7295
C  -2.8099  2.7734  1.4651
C  -1.9429  2.0666  0.6384
N  -1.3842  0.8645  0.9769
C  -1.7075  0.3840  2.2213
C  -2.5750  1.0298  3.0808
H  -3.6108  4.0112  3.8599
H  -4.9798  3.1824  3.1677
H  -4.1478  2.4354  4.5711
H  -3.2309  3.7197  1.1181
H  -1.6489  2.4142  -0.3462
H  -1.2337  -0.5703  2.4507
H  -2.8277  0.5817  4.0440

F_max: 10.04 eV/Å
Charge: +4
E_HOMO (alpha / beta): -21.24 / -21.29 eV
Orbital gap (alpha / beta): 3.995 / 4.043 eV
Multiplicity: 4